DFT (ωB97M-V/def2-TZVPD) results for C7H22KN4O4 as an isolated structure in a non-equilibrium geometry.

Its HOMO energy is -12.489 eV. For the frontier orbital gap, the calculation gives 9.17 eV.

The geometry in ORCA input format:
```
! wB97M-V def2-TZVPD RIJCOSX def2/J DEFGRID3
* xyz 1 1
H -4.364 2.008 -1.069
N 1.081 -1.473 2.305
H 2.570 2.755 1.801
C 1.520 3.021 1.680
H 0.033 -3.890 -3.913
H -4.433 0.542 -0.499
H 0.170 -2.510 -0.881
H 1.486 -1.653 3.213
O -1.999 1.321 -1.375
H 0.080 3.332 0.089
H 1.056 -5.278 -3.671
H 2.328 1.800 -0.232
O 1.525 -1.047 0.171
N 3.031 -2.048 1.516
C 1.159 3.264 0.226
C -1.847 1.267 1.063
H -2.016 1.807 1.994
H -0.767 1.165 0.952
H -4.593 1.840 0.716
C 0.788 -3.963 -2.078
H 0.993 2.199 2.166
N 0.614 -4.448 -3.303
C 1.890 -1.445 1.264
H 1.686 4.143 -0.144
H -2.146 0.232 1.227
H -2.337 2.787 -0.156
H 3.113 -2.502 2.415
H -0.687 -2.648 -2.398
H -2.219 0.427 -1.647
H 1.270 3.952 2.188
C -4.041 1.501 -0.160
H 3.605 -2.254 0.711
O 1.629 -4.400 -1.434
O 1.554 2.233 -0.599
K 0.507 0.088 -2.314
C -2.559 1.722 -0.221
H 0.257 -0.902 2.184
N 0.060 -2.944 -1.786
*
```